[1]
C4H7N | ωB97M-V/def2-TZVPD

```
12
Properties=species:S:1:pos:R:3:forces:R:3
C -0.25038 0.49971 1.85707 0.08 0.78 -1.07
C 0.51729 0.08481 0.82487 -0.89 0.29 2.34
C 0.01289 -0.32846 -0.48779 0.19 2.38 -1.19
C -1.25342 -0.06756 -0.87971 0.68 -1.65 0.30
N 1.07003 -0.54317 -1.39446 0.36 -0.11 0.17
H 0.07246 0.63361 2.88173 0.50 0.11 -0.23
H -1.21294 0.96039 1.64711 -0.38 -0.81 0.19
H 1.57123 0.07640 1.04901 0.35 -0.87 -0.31
H -1.99407 0.17988 -0.13846 -0.24 -0.08 -0.07
H -1.54932 -0.38379 -1.87177 -0.15 0.44 -0.06
H 1.79848 0.13704 -1.41862 0.24 0.24 0.34
H 1.21775 -1.24887 -2.06898 -0.74 -0.71 -0.40
```
Forces are in eV/Å.

Summary:
HOMO energy: -0.300 Ha
ΔE to the lowest compared entry with this formula, charge and spin: 185.5 kJ/mol
net charge: 0
LUMO: 0.762 eV
F_max: 2.67 eV/Å
spin multiplicity: 1


[2]
C2H3NS | ωB97M-V/def2-TZVPD

```
7
Properties=species:S:1:pos:R:3:forces:R:3
C 0.59307 -2.18090 0.36383 -3.47 7.23 2.75
C -0.31388 -0.85109 0.83044 4.82 -6.25 -1.51
S -0.42203 0.71403 1.04519 0.00 0.25 -1.34
N -0.03293 1.40085 -0.49291 -1.33 0.86 0.24
H -0.16484 -2.70375 -0.16028 -1.13 -1.16 -0.81
H 0.90737 1.37036 -0.83418 0.44 -0.03 0.19
H -0.56676 2.25051 -0.75209 0.68 -0.88 0.47
```
Forces are in eV/Å.

Summary:
HOMO energy: -0.337 Ha
ΔE to the lowest compared entry with this formula, charge and spin: 581.5 kJ/mol
net charge: 0
LUMO: -0.320 eV
F_max: 8.48 eV/Å
spin multiplicity: 1


[3]
C4H10N4O | ωB97M-V/def2-TZVPD

```
19
Properties=species:S:1:pos:R:3:forces:R:3
H -1.91834 -0.29853 0.70417 0.18 0.54 0.23
N -1.41292 0.28859 1.37995 0.77 -1.17 -0.39
C -0.14965 0.10255 1.28427 -1.00 -0.90 -2.60
N 0.66370 0.85764 2.10846 0.79 -0.22 -0.13
C 0.74151 -0.95186 0.14756 -0.58 0.45 5.27
C 0.51965 -2.28581 0.25741 -0.25 0.65 0.13
H 0.12379 1.37020 2.80083 0.03 -0.30 -0.15
H 1.43320 0.34624 2.51962 0.09 0.16 -0.13
H 1.75804 -0.58327 0.22802 0.20 -0.09 -0.11
H -0.47511 -2.69731 0.12290 -0.14 0.07 0.71
H 1.28527 -2.94392 0.64631 0.39 -0.24 -1.12
N 0.17617 -0.26331 -1.79355 -1.66 1.66 -0.56
C -0.77194 0.77431 -1.43139 -0.12 -2.69 -2.25
N -0.16590 1.96120 -1.14939 1.15 1.25 0.44
O -1.95307 0.50718 -1.49074 0.56 0.44 0.12
H 1.02303 0.00551 -2.29391 -0.47 0.03 0.32
H -0.34701 -1.04908 -2.17139 0.51 0.00 0.07
H -0.49376 2.73031 -1.71542 -0.34 0.09 0.55
H -0.03665 2.12939 -0.15372 -0.10 0.26 -0.39
```
Forces are in eV/Å.

Summary:
HOMO energy: -0.281 Ha
ΔE to the lowest compared entry with this formula, charge and spin: 350.8 kJ/mol
net charge: 0
LUMO: 0.825 eV
F_max: 5.32 eV/Å
spin multiplicity: 1


[4]
C2H14N2O3 | ωB97M-V/def2-TZVPD

```
21
Properties=species:S:1:pos:R:3:forces:R:3
N 0.37048 0.99775 -1.70431 0.02 0.31 0.36
C -0.04165 0.87733 -0.28552 0.41 0.44 -0.02
C -0.88667 -0.34939 -0.07157 -0.46 -0.41 0.12
N -1.15968 -0.52004 1.36950 0.60 -0.09 -0.13
H 0.94034 1.84326 -1.79163 -0.20 -0.34 -0.09
H -0.46706 1.16921 -2.25533 0.16 -0.07 -0.09
H -0.55773 1.77441 0.05899 -0.25 -0.09 0.03
H 0.85590 0.80263 0.33266 0.10 -0.15 -0.11
H -1.83820 -0.24741 -0.60368 -0.01 0.08 0.09
H -0.39850 -1.24151 -0.47623 0.18 0.12 -0.13
H -1.74213 -1.33379 1.50202 -0.26 -0.10 -0.02
H -0.26439 -0.78839 1.78504 -0.16 0.19 0.06
O -2.59560 1.90426 1.49800 -0.29 0.41 0.51
H -2.12559 1.07285 1.68839 0.20 -0.27 -0.06
H -2.83536 2.24629 2.37275 0.04 -0.06 -0.42
O 1.98208 -1.59312 1.00197 -1.11 0.23 -0.28
H 2.81671 -1.77551 1.38773 1.13 -0.27 0.73
H 2.18131 -1.48845 0.05878 -0.11 0.05 -0.40
O 2.24598 -1.10947 -1.74621 0.14 0.13 0.32
H 1.97325 -1.82482 -2.32045 -0.11 -0.10 -0.15
H 1.54651 -0.41608 -1.80091 -0.03 -0.01 -0.30
```
Forces are in eV/Å.

Summary:
HOMO energy: -0.363 Ha
ΔE to the lowest compared entry with this formula, charge and spin: 0.0 kJ/mol
net charge: 0
LUMO: 0.882 eV
F_max: 1.37 eV/Å
spin multiplicity: 1


[5]
C6H14N2O | ωB97M-V/def2-TZVPD

```
23
Properties=species:S:1:pos:R:3:forces:R:3
C -1.29329 -1.57482 -1.23333 -1.20 -0.49 0.39
C -1.46113 -0.42680 -0.55162 1.83 -1.05 -1.90
C 1.02008 0.60441 0.16550 -0.94 0.96 0.58
C -3.16208 0.36335 0.75892 -3.25 -3.04 3.64
C 2.74218 -0.91759 -0.64820 0.57 3.07 -0.42
C -1.87936 -0.32414 0.83891 -0.42 -1.64 -1.47
N 3.33086 1.26499 0.23335 1.55 -1.18 -1.33
N 2.26849 0.37524 -0.04903 1.45 -0.21 -0.96
O 0.86680 1.90473 0.60648 0.27 -0.37 -0.08
H -1.68103 -2.49472 -0.72078 0.75 0.70 -0.40
H -0.98412 -1.75804 -2.28455 -0.25 0.72 0.85
H -1.23715 0.55419 -0.94135 0.11 -0.04 -0.76
H -3.12274 1.37682 0.74304 0.11 3.06 -0.33
H -3.79015 0.04784 1.69279 0.87 0.94 -1.29
H -3.73172 -0.06088 -0.02670 -0.65 0.05 -1.04
H 3.68784 -1.03627 -0.11129 0.04 -0.63 -0.88
H 2.02683 -1.61299 -0.42290 -1.63 -1.96 0.91
H 2.70564 -0.85982 -1.77608 0.85 0.17 1.20
H -1.93978 -1.31954 1.21135 -0.35 -0.83 0.65
H -1.17268 0.16816 1.39589 1.76 1.26 1.42
H 3.74495 1.73007 -0.57571 -0.58 -0.37 -0.01
H 3.12713 1.93647 0.90485 -0.98 1.11 1.31
H -0.06558 2.05934 0.79047 0.09 -0.23 -0.07
```
Forces are in eV/Å.

Summary:
HOMO energy: -0.295 Ha
ΔE to the lowest compared entry with this formula, charge and spin: 537.4 kJ/mol
net charge: 0
LUMO: 0.819 eV
F_max: 5.75 eV/Å
spin multiplicity: 1